[1]
Computed, not measured: 21 unconnected molecules or ions with the total composition C16H64O24S in a non-equilibrium geometry, with ωB97M-V with the def2-TZVPD basis set.

Positions of all 105 atoms, in Å:
O1 -1.8408 -1.2284 -1.3412
O2 0.4712 -0.9978 0.2332
O3 -0.2550 0.5254 3.3536
O4 1.0343 -0.4274 -3.2426
S1 0.1143 1.6009 -0.3859
C1 -0.8474 -0.6349 -1.7644
C2 0.2609 -0.3069 1.3417
C3 0.1315 1.0210 1.2485
C4 -1.0144 0.4469 -4.0788
C5 -0.8514 -2.0058 -3.8738
C6 1.4190 -1.2777 3.1569
C7 -1.0415 -1.7152 2.7295
C8 1.2518 2.3897 2.9658
C9 -1.1904 2.7025 2.6797
C10 2.9318 0.4258 -1.8449
C11 2.1227 -1.9955 -1.7310
C12 0.3387 -0.1578 -0.9407
C13 -0.4092 -0.6885 -3.2515
C14 0.0593 -0.7455 2.6976
C15 -0.0410 1.6883 2.5872
C16 1.5752 -0.5128 -1.9035
H1 -2.1424 0.4424 -4.1699
H2 -0.6994 1.4374 -3.6445
H3 -0.6983 0.4803 -5.1133
H4 -1.9269 -2.1320 -3.9643
H5 -0.5422 -2.8144 -3.2581
H6 -0.3792 -2.2321 -4.8530
H7 2.0226 -0.3829 3.4389
H8 2.0194 -1.9170 2.4727
H9 1.2800 -1.8980 4.0794
H10 -1.9221 -1.3297 2.1770
H11 -0.6791 -2.6432 2.2298
H12 -1.3524 -1.8038 3.8026
H13 2.0609 1.7359 2.7418
H14 1.3548 3.3041 2.4256
H15 1.1706 2.6574 3.9916
H16 -0.9892 3.6329 2.1199
H17 -1.3775 2.8852 3.6875
H18 -2.1682 2.3173 2.2413
H19 3.4429 0.3595 -0.8847
H20 3.6530 0.1282 -2.5683
H21 2.6854 1.4781 -2.0762
H22 2.5328 -2.3784 -2.6739
H23 2.9198 -2.0341 -0.9641
H24 1.2737 -2.6763 -1.4997
O5 -3.8400 -2.2030 4.1842
H25 -4.4095 -1.4482 3.8239
H26 -3.6268 -2.8298 3.4191
O6 5.2828 0.8847 -4.3331
H27 5.7164 0.9914 -3.4251
H28 5.9927 1.0265 -5.0400
O7 1.6335 -4.2848 0.8052
H29 1.5260 -4.5784 1.7675
H30 0.7903 -3.7993 0.5277
O8 -0.3907 5.3706 0.6021
H31 -1.2038 4.9293 0.1924
H32 -0.5890 5.5531 1.5774
O9 -5.0296 2.6870 3.1240
H33 -6.0113 2.8943 3.2545
H34 -4.7450 3.0607 2.2278
O10 0.3330 3.0932 6.5792
H35 -0.2012 3.3994 7.3820
H36 0.6889 3.9136 6.1059
O11 -4.0481 -1.0302 -5.0019
H37 -4.4656 -1.0401 -4.0803
H38 -4.4914 -0.2976 -5.5409
O12 -3.3536 -3.5563 2.0419
H39 -3.1205 -4.5075 1.7875
H40 -3.5012 -3.0296 1.1908
O13 -2.4854 -1.7910 -6.9426
H41 -3.1739 -1.5385 -6.2455
H42 -2.3957 -2.7988 -6.9464
O14 1.6409 -2.5840 -6.5969
H43 1.4590 -3.5158 -6.2470
H44 2.2893 -2.1313 -5.9657
O15 4.0086 3.6864 -1.0759
H45 3.3774 4.3935 -0.7216
H46 4.5128 3.2927 -0.2920
O16 -0.1731 -5.4966 -3.2322
H47 -1.1368 -5.5592 -3.5340
H48 0.3935 -5.2551 -4.0349
O17 4.7858 -2.7829 1.2382
H49 5.4171 -2.2184 1.7918
H50 4.4001 -3.5025 1.8358
O18 3.1643 -0.9120 -4.8182
H51 3.8490 -0.1810 -4.6748
H52 2.3091 -0.6388 -4.3516
O19 1.7104 5.3683 4.7615
H53 2.6362 5.4139 4.3558
H54 1.0516 5.7319 4.0851
O20 -4.4689 -1.1825 0.6714
H55 -4.9812 -0.6825 -0.0437
H56 -3.4803 -1.0741 0.4848
O21 -1.3201 5.8739 3.4380
H57 -2.0147 5.6508 4.1391
H58 -1.3148 6.8773 3.3077
O22 3.3682 -4.8935 -1.1882
H59 4.2643 -4.5280 -0.8929
H60 2.7207 -4.8022 -0.4160
O23 -1.3511 1.1243 5.7963
H61 -1.0053 0.8452 4.8873
H62 -0.8580 1.9619 6.0775
O24 -4.2190 2.7727 0.2083
H63 -4.2806 1.8931 -0.2879
H64 -3.3938 3.2604 -0.1160

Output
HOMO level in eV: -7.76
HOMO-LUMO gap in eV: 7.22
Total charge: 0
Relative energy (zero: lowest compared OMol25 entry of this formula, charge and spin) in kJ/mol: 2.91
Multiplicity: 1

***

[2]
Computed, not measured: a molecular structure, C16H6Br4IO2Pt, with ωB97M-V with the def2-TZVPD basis set.

Positions of all 30 atoms, in Å:
Pt1 -0.4930 -1.8252 -0.9206
Br1 3.5781 -2.4252 4.9393
C1 3.0488 -2.3704 3.1603
C2 3.9834 -2.3313 2.1433
Br2 5.8012 -2.3301 2.5228
C3 3.5583 -2.2733 0.7781
Br3 4.7485 -2.2308 -0.6116
C4 2.1669 -2.2151 0.4182
O1 1.7802 -2.1351 -0.7606
C5 1.1767 -2.2668 1.4978
O2 -0.0386 -2.2501 1.2187
C6 1.6505 -2.3526 2.8514
Br4 0.3662 -2.4048 4.1542
I1 -3.1101 -1.8290 -1.3439
C7 -3.0181 0.2798 -1.2444
C8 -4.2001 0.9488 -1.2678
C9 -4.1850 2.3607 -1.2619
C10 -2.9977 3.0269 -1.2580
C11 -1.7636 2.3281 -1.2406
C12 -0.5309 3.0244 -1.2639
C13 0.6518 2.3514 -1.2664
C14 0.6643 0.9374 -1.2096
C15 -0.5006 0.2250 -1.1712
C16 -1.7506 0.9058 -1.2100
H1 -5.1425 0.4183 -1.2998
H2 -5.1217 2.9018 -1.2750
H3 -2.9778 4.1097 -1.2745
H4 -0.5476 4.1072 -1.2903
H5 1.5868 2.8959 -1.3043
H6 1.6163 0.4185 -1.2097

Output
HOMO level (alpha / beta) in eV: -10.38 / -10.90
HOMO-LUMO gap (alpha / beta) in eV: 6.87 / 3.77
Total charge: +1
Multiplicity: 5

***

[3]
Computed, not measured: a molecular structure, C16H6Cl5N2O5Pt in a non-equilibrium geometry, with ωB97M-V with the def2-TZVPD basis set.

Positions of all 35 atoms, in Å:
Pt1 -0.2155 1.1997 -0.0652
Cl1 0.4280 3.8999 1.6245
C1 0.3272 4.1910 -0.0716
C2 0.1411 3.0617 -0.8699
C3 0.0907 3.2896 -2.2456
Cl2 -0.0845 1.8962 -3.2418
C4 0.1787 4.5554 -2.8060
Cl3 0.0954 4.7752 -4.5096
C5 0.3285 5.6582 -1.9680
Cl4 0.4129 7.2439 -2.6289
C6 0.4240 5.4744 -0.5901
Cl5 0.6575 6.8317 0.4396
O1 -5.4624 -2.1189 -0.5039
C7 -4.4309 -1.6197 -0.0965
C8 -4.3060 -0.3924 0.7675
O2 -5.1614 0.0389 1.5226
C9 -2.9215 0.0793 0.5761
C10 -2.1630 -0.9583 -0.0810
O3 -0.9196 -0.8604 -0.2838
C11 -3.0348 -2.0824 -0.4279
O4 -2.7241 -3.1715 -0.8847
O5 -2.4318 1.1957 0.8585
N1 5.7646 -1.2065 0.0268
C12 4.5002 -0.6795 0.0767
C13 4.2921 0.7018 0.1320
C14 3.0117 1.1834 0.2850
N2 1.9418 0.3943 0.3842
C15 2.1293 -0.9230 0.2995
C16 3.3700 -1.4985 0.1467
H1 6.5041 -0.5867 -0.2661
H2 5.8491 -2.1630 -0.2785
H3 5.1274 1.3811 0.0599
H4 2.8215 2.2452 0.3347
H5 1.2419 -1.5373 0.3512
H6 3.4741 -2.5725 0.0867

Output
HOMO level in eV: -3.99
HOMO-LUMO gap in eV: 5.55
Total charge: -1
Relative energy (zero: lowest compared OMol25 entry of this formula, charge and spin) in kJ/mol: 12.23
Multiplicity: 1

***

no.,electronic energy (eV)
1,-77601.7863
2,-312290.6575
3,-95766.3878